Record 1
The following is a quantum chemistry calculation of one molecule with the formula C3H8N2O2 in a non-equilibrium geometry, from the OMol25 dataset.

```
! RIJCOSX wB97M-V def2-TZVPD def2/J DEFGRID3
* xyz 0 1
O 2.864 -0.304 -0.888
O -2.218 -0.594 1.456
N 1.163 0.990 -1.773
N 0.656 -0.754 -0.346
C -0.666 -0.185 -0.092
C 1.684 0.018 -0.958
C -0.909 -0.110 1.448
H -0.843 0.925 1.923
H 0.250 1.403 -1.645
H -1.361 -0.794 -0.665
H 1.759 1.433 -2.529
H -0.282 -0.795 2.005
H -2.474 -0.553 2.415
H 0.964 -1.491 0.263
H -0.585 0.812 -0.614
*
```

E_LUMO   0.02473 hartree
SMILES   NC(=O)NCCO
Orbital gap   10.01 eV
HOMO level   -9.34 eV
Calculated total energy   -10315.369 eV

Record 2
The following is a quantum chemistry calculation of a 2-piece molecular cluster, C9H11NO4 overall in a non-equilibrium geometry, from the OMol25 dataset.

```
! RIJCOSX wB97M-V def2-TZVPD def2/J DEFGRID3
* xyz 0 1
O 2.778 1.823 1.158
O 1.813 0.260 -1.744
O 1.672 -0.332 1.049
O 1.188 2.836 0.072
N 1.709 1.843 0.535
C 0.843 -2.180 -0.520
C -2.650 -0.059 0.808
C 1.671 -1.712 0.701
C -0.403 0.633 0.282
C -2.287 1.605 -0.889
C -1.318 -0.257 0.975
C 0.965 0.599 0.593
C -0.919 1.492 -0.608
C -3.174 0.846 -0.213
H -0.177 -1.908 -0.469
H -3.460 -0.486 1.260
H -1.060 -1.068 1.617
H 2.776 -1.937 0.422
H -2.519 2.339 -1.671
H -4.219 0.918 -0.421
H 1.085 -3.189 -0.534
H -0.086 1.958 -1.154
H 2.739 0.032 -1.500
H 1.565 -2.267 1.670
H 1.467 -1.790 -1.419
*
```

E_LUMO (spin up / spin down)   -0.07671 / -0.07683 hartree
Orbital gap (spin up / spin down)   6.46 / 6.41 eV
HOMO level (spin up / spin down)   -8.55 / -8.50 eV
Calculated total energy   -19183.230 eV

Record 3
The following is a quantum chemistry calculation of one molecule with the formula CH6N4 in a non-equilibrium geometry, from the OMol25 dataset.

```
! RIJCOSX wB97M-V def2-TZVPD def2/J DEFGRID3
* xyz 0 1
N 0.753 -0.612 -0.329
N 0.075 1.789 -0.586
N -1.360 0.292 0.172
N 0.694 -1.427 0.749
C -0.059 0.542 -0.297
H -1.561 -0.490 -0.389
H 1.711 -0.498 -0.811
H -1.838 1.105 -0.393
H 0.965 2.381 -0.841
H -0.148 -2.104 0.833
H 0.768 -0.978 1.893
*
```

E_LUMO   0.03321 hartree
SMILES   [H]/N=C(/N)NN
Orbital gap   10.01 eV
HOMO level   -9.10 eV
Calculated total energy   -7091.849 eV

Record 4
The following is a quantum chemistry calculation of an isolated ion of composition C4H12N3O and charge +2 in a non-equilibrium geometry, from the OMol25 dataset.

```
! RIJCOSX wB97M-V def2-TZVPD def2/J DEFGRID3
* xyz 2 2
O -0.730 0.539 1.007
N 0.305 -1.147 -1.125
N 1.797 1.652 0.688
N -2.799 -0.097 0.514
C 1.418 -0.656 -0.333
C 1.714 0.909 -0.616
C -1.465 -0.206 0.374
C -0.984 -1.351 -0.473
H -2.971 0.738 1.055
H -3.541 -0.133 -0.177
H 1.312 -0.718 0.754
H 2.478 2.418 0.666
H -1.733 -1.741 -1.168
H 0.863 2.011 0.892
H 0.823 1.206 -1.158
H 2.608 0.888 -1.229
H 0.664 -1.958 -1.624
H 2.004 0.971 1.418
H -0.825 -2.249 0.170
H 2.314 -1.240 -0.535
*
```

E_LUMO (spin up / spin down)   -0.25287 / -0.45702 hartree
Orbital gap (spin up / spin down)   11.65 / 6.07 eV
HOMO level (spin up / spin down)   -18.53 / -18.51 eV
Expectation value of S²   0.754
Calculated total energy   -10841.309 eV